Formula: C9H14O
Source: the Open Molecules 2025 dataset
Level of theory: ωB97M-V with the def2-TZVPD basis set

Structure (SMILES): Cc1ccc(O)cc1.CC
Energy relative to the best compared isomer or geometry (same formula, charge and spin) (eV): 0.3401
Highest occupied orbital energy (eV): -8.46
Orbital gap (Ha): 0.3420
Total charge: 0

```
24
Properties=species:S:1:pos:R:3:forces:R:3:mulliken_charge:R:1
O 0.5053 3.1820 -0.3173 -0.510 -0.060 0.558 -0.560
C -2.2911 -1.6895 -1.2424 0.322 0.217 -0.720 -1.522
C -1.4727 1.8068 -0.0023 -0.393 0.226 0.320 -0.574
C 1.9342 -0.7486 1.0408 0.048 0.793 -0.206 -0.585
C -0.3616 -0.0800 -1.6657 -0.786 0.503 -0.029 -0.492
C -1.5962 -0.3599 -1.0683 0.285 -0.125 0.165 0.469
C -2.1381 0.6083 -0.2366 0.404 0.097 0.048 -0.523
C -0.2316 2.0400 -0.5632 0.694 0.120 -0.096 0.876
C 0.3314 1.0917 -1.4115 -0.670 -0.234 0.042 -0.540
C 2.6007 -1.2047 2.3526 0.303 -0.165 -1.089 -0.973
H 3.0006 -0.3376 2.8613 -0.137 0.141 0.385 0.283
H 1.2772 1.2350 -1.8930 0.354 0.354 -0.040 0.450
H 1.0363 -1.2778 0.7264 -0.118 -0.118 0.423 0.249
H 0.1639 3.5929 0.4984 0.192 -0.154 -0.579 0.292
H -1.6397 -2.4063 -1.7379 0.264 -0.078 0.169 0.359
H 1.6880 0.3135 1.1437 -0.382 -0.174 -0.065 0.150
H -1.9464 2.5607 0.6343 0.251 -0.192 -0.149 0.289
H -3.1291 -1.6030 -1.9408 -0.294 0.026 0.459 0.374
H 2.5530 -0.7595 0.1423 0.472 -0.233 0.237 0.324
H -3.0705 0.4249 0.2725 -0.227 -0.026 0.008 0.395
H -2.5726 -2.0960 -0.2734 -0.313 -0.046 -0.119 0.347
H -0.0096 -0.7170 -2.4486 0.426 -0.624 -0.075 0.346
H 1.8940 -1.7452 2.9694 0.023 0.009 0.307 0.290
H 3.4747 -1.8306 2.1594 -0.208 -0.257 0.043 0.277
```
Positions in Å, forces in eV/Å.